[1]
The following is a DFT calculation (ωB97M-V/def2-TZVPD) of a structure of composition C40H49Cl2CrFN6O5P2S at a distorted geometry.

Atoms and positions in Å:
Cr (0.95, 0.11, -0.32)
C (0.45, -2.28, 2.54)
P (1.41, -1.93, 1.01)
C (0.67, -3.34, 0.04)
N (0.79, -4.57, 0.49)
C (0.26, -5.59, -0.22)
C (0.33, -6.91, 0.27)
C (-0.19, -7.93, -0.46)
C (-0.80, -7.69, -1.72)
C (-0.89, -6.42, -2.22)
C (-0.38, -5.34, -1.46)
N (-0.54, -4.07, -1.89)
C (-0.06, -3.10, -1.15)
P (-0.44, -1.39, -1.67)
C (-0.03, -1.51, -3.45)
C (-2.32, -1.29, -1.67)
C (-2.71, -0.05, -2.49)
C (-2.73, -1.16, -0.19)
C (-3.04, -2.49, -2.28)
C (3.19, -2.54, 1.32)
C (3.22, -3.66, 2.36)
C (4.04, -1.37, 1.83)
C (3.79, -3.04, 0.01)
H (0.26, -3.35, 2.60)
H (-0.49, -1.73, 2.50)
H (1.01, -1.95, 3.41)
H (0.82, -7.08, 1.23)
H (-0.15, -8.95, -0.09)
H (-1.19, -8.52, -2.29)
H (-1.35, -6.21, -3.18)
H (-0.69, -2.23, -3.91)
H (0.99, -1.85, -3.56)
H (-0.13, -0.53, -3.93)
H (-2.10, 0.82, -2.28)
H (-3.75, 0.22, -2.29)
H (-2.63, -0.26, -3.56)
H (-2.18, -0.36, 0.32)
H (-2.53, -2.09, 0.34)
H (-3.80, -0.95, -0.11)
H (-2.72, -2.68, -3.31)
H (-4.11, -2.26, -2.31)
H (-2.90, -3.40, -1.71)
H (2.91, -3.31, 3.35)
H (4.25, -4.01, 2.44)
H (2.60, -4.50, 2.08)
H (3.71, -1.00, 2.80)
H (4.02, -0.53, 1.13)
H (5.08, -1.70, 1.92)
H (3.21, -3.85, -0.44)
H (4.79, -3.44, 0.22)
H (3.90, -2.25, -0.73)
Cl (2.60, 1.68, 0.31)
C (4.03, 1.46, -0.64)
C (5.15, 2.21, -0.37)
C (6.29, 1.99, -1.13)
C (6.28, 1.03, -2.13)
C (5.14, 0.28, -2.37)
Cl (5.17, -0.94, -3.59)
C (3.97, 0.50, -1.63)
S (2.49, -0.37, -1.99)
H (5.14, 2.94, 0.43)
H (7.18, 2.57, -0.94)
H (7.17, 0.86, -2.73)
F (-1.49, 6.22, 2.61)
C (-0.42, 5.43, 2.81)
C (-0.59, 4.16, 3.17)
N (0.47, 3.30, 3.39)
C (0.25, 1.88, 3.69)
C (0.73, 0.94, 2.57)
O (1.69, 0.22, 2.82)
O (0.06, 0.98, 1.44)
C (1.78, 3.78, 3.36)
O (2.73, 3.09, 3.65)
N (1.90, 5.09, 2.97)
C (0.90, 6.01, 2.63)
O (1.16, 7.12, 2.24)
H (-1.58, 3.76, 3.32)
H (-0.82, 1.74, 3.84)
H (0.79, 1.62, 4.59)
H (2.84, 5.45, 2.95)
C (-3.70, 2.01, 1.77)
C (-3.35, 3.35, 1.10)
N (-3.99, 3.50, -0.19)
C (-5.43, 3.82, -0.22)
C (-6.33, 2.60, -0.32)
C (-3.37, 3.40, -1.38)
O (-3.96, 3.45, -2.45)
C (-1.87, 3.20, -1.47)
C (-1.19, 3.99, -2.39)
C (0.10, 3.66, -2.74)
C (0.68, 2.53, -2.19)
N (0.05, 1.78, -1.27)
C (-1.19, 2.13, -0.91)
H (-2.89, 1.66, 2.42)
H (-3.86, 1.24, 1.01)
H (-4.61, 2.08, 2.37)
H (-2.28, 3.43, 0.97)
H (-3.65, 4.18, 1.74)
H (-5.60, 4.45, -1.09)
H (-5.65, 4.40, 0.68)
H (-6.11, 2.04, -1.22)
H (-7.37, 2.92, -0.36)
H (-6.22, 1.94, 0.55)
H (-1.70, 4.82, -2.86)
H (0.65, 4.24, -3.47)
H (1.66, 2.20, -2.49)
H (-1.68, 1.49, -0.19)

Spin multiplicity = 2
Lowest unoccupied orbital energy (alpha / beta) = -4.64 / -3.58 eV
HOMO-LUMO gap (alpha / beta) = 6.5 / 7.6 eV
HOMO (alpha / beta) = -0.4103 / -0.4104 Eh
Net charge = +1
Total energy = -5403.918609 a.u.

***

[2]
The following is a DFT calculation (ωB97M-V/def2-TZVPD) of a cluster of 2 separate species, C9H16N2O2 in total at a distorted geometry.

Atoms and positions in Å:
O (-4.63, -0.02, 2.24)
C (-4.33, -0.08, 0.96)
C (-3.72, -1.45, 0.58)
C (-2.97, -1.40, -0.46)
N (-2.96, -0.30, -1.23)
C (-3.62, 0.83, -0.99)
O (-3.59, 1.68, -1.91)
N (-4.44, 0.83, 0.07)
H (-4.08, -2.19, 1.29)
H (-2.35, -2.16, -0.80)
H (-2.16, -0.18, -2.01)
H (-5.02, 1.60, 0.21)
C (3.09, -2.32, -0.28)
C (2.05, -1.20, 0.03)
C (2.82, 0.09, -0.03)
C (1.98, 1.52, 0.46)
C (2.71, 2.79, 0.65)
H (2.89, -2.37, -1.59)
H (4.31, -2.02, 0.00)
H (2.85, -3.34, -0.14)
H (1.59, -1.40, 0.98)
H (1.19, -1.15, -0.76)
H (3.66, 0.00, 0.64)
H (3.11, 0.26, -1.16)
H (1.51, 1.05, 1.32)
H (1.18, 1.63, -0.22)
H (3.12, 3.15, -0.30)
H (2.19, 3.57, 1.22)
H (3.62, 2.58, 1.25)

SMILES = O=c1cc[nH]c(=O)[nH]1.CCCCC
Lowest unoccupied orbital energy = 0.28 eV
HOMO-LUMO gap = 9.8 eV
Relative energy (zero: lowest compared OMol25 entry of this formula, charge and spin) = 4.804 eV
HOMO = -0.3483 Eh
Total energy = -612.409222 a.u.

***

[3]
The following is a DFT calculation (ωB97M-V/def2-TZVPD) of a structure of composition C28H22AlClNO5P.

Atoms and positions in Å:
Al (0.24, -1.85, -0.67)
O (2.09, -2.99, 1.10)
C (1.43, -1.97, 0.97)
C (1.57, -0.92, 2.06)
C (2.57, -1.04, 3.03)
C (2.69, -0.08, 4.02)
C (1.81, 1.00, 4.06)
C (0.82, 1.12, 3.11)
C (0.70, 0.17, 2.10)
P (-0.58, 0.26, 0.80)
C (-0.01, 1.63, -0.26)
C (-0.90, 2.23, -1.15)
C (-0.45, 3.13, -2.11)
C (0.91, 3.43, -2.21)
C (1.80, 2.83, -1.33)
C (1.35, 1.94, -0.36)
C (-2.04, 0.89, 1.69)
C (-2.39, 2.23, 1.79)
C (-3.50, 2.60, 2.54)
C (-4.26, 1.64, 3.18)
C (-3.92, 0.30, 3.08)
C (-2.82, -0.08, 2.33)
H (3.23, -1.89, 2.98)
H (3.47, -0.17, 4.77)
H (1.91, 1.75, 4.84)
H (0.12, 1.96, 3.16)
H (-1.96, 1.99, -1.11)
H (-1.16, 3.59, -2.79)
H (1.26, 4.12, -2.96)
H (2.86, 3.05, -1.41)
H (2.06, 1.48, 0.31)
H (-1.79, 2.99, 1.30)
H (-3.76, 3.65, 2.62)
H (-5.13, 1.94, 3.76)
H (-4.52, -0.46, 3.57)
H (-2.55, -1.13, 2.23)
N (-0.86, -3.42, 1.64)
C (-1.62, -4.38, 0.83)
C (-1.20, -4.40, -0.63)
O (-1.56, -5.30, -1.35)
O (-0.47, -3.39, -1.02)
H (0.11, -3.71, 1.71)
H (-1.23, -3.40, 2.58)
H (-2.67, -4.10, 0.84)
H (-1.56, -5.42, 1.18)
Cl (2.25, 1.57, -6.73)
C (2.02, 0.64, -5.27)
C (3.13, 0.01, -4.67)
C (3.00, -0.72, -3.52)
C (1.73, -0.85, -2.90)
O (1.63, -1.51, -1.79)
C (0.63, -0.23, -3.52)
C (-0.67, -0.35, -2.96)
O (-0.95, -0.92, -1.89)
C (0.78, 0.51, -4.72)
H (4.10, 0.12, -5.14)
H (3.85, -1.20, -3.06)
H (-1.50, 0.11, -3.51)
H (-0.08, 0.99, -5.17)

Lowest unoccupied orbital energy = -0.67 eV
HOMO-LUMO gap = 7.1 eV
Relative energy (zero: lowest compared OMol25 entry of this formula, charge and spin) = 0.787 eV
HOMO = -0.2870 Eh
Total energy = -2555.308564 a.u.

***

[4]
The following is a DFT calculation (ωB97M-V/def2-TZVPD) of a cluster of 3 separate species, C17H17N2O4P in total at a distorted geometry.

Atoms and positions in Å:
C (0.45, -1.40, 0.85)
C (0.77, -1.40, -0.65)
C (1.81, -0.76, -1.17)
P (3.04, 0.15, -0.08)
O (4.05, -1.11, 0.43)
O (4.05, 1.01, -1.10)
C (1.96, -0.82, -2.69)
O (2.26, 0.15, -3.32)
C (1.65, -2.18, -3.32)
C (0.60, -2.81, -2.81)
C (-0.14, -2.15, -1.64)
O (-1.31, -2.25, -1.49)
H (-0.46, -1.97, 1.08)
H (1.32, -1.72, 1.45)
H (0.23, -0.36, 1.13)
H (3.54, -1.92, 0.29)
H (4.91, 0.98, -0.66)
H (2.25, -2.60, -4.13)
H (0.28, -3.78, -3.19)
C (-5.41, -2.90, 0.62)
C (-4.28, -2.59, -0.12)
C (-3.21, -2.00, 0.54)
N (-3.21, -1.70, 1.84)
C (-4.32, -2.01, 2.53)
C (-5.43, -2.61, 1.97)
H (-6.27, -3.37, 0.14)
H (-4.22, -2.81, -1.18)
H (-2.30, -1.74, 0.00)
H (-4.29, -1.75, 3.59)
H (-6.30, -2.83, 2.58)
C (1.99, 5.63, 0.20)
C (2.05, 5.57, 1.58)
C (1.63, 4.41, 2.20)
N (1.15, 3.35, 1.55)
C (1.10, 3.42, 0.22)
C (1.51, 4.53, -0.50)
H (2.32, 6.52, -0.33)
H (2.43, 6.40, 2.16)
H (1.66, 4.32, 3.29)
H (0.71, 2.54, -0.28)
H (1.44, 4.54, -1.58)

SMILES = CC1=C(P(O)O)C(=O)C=CC1=O.c1ccncc1.c1ccncc1
Lowest unoccupied orbital energy = -0.97 eV
HOMO-LUMO gap = 7.6 eV
Relative energy (zero: lowest compared OMol25 entry of this formula, charge and spin) = 1.728 eV
HOMO = -0.3157 Eh
Total energy = -1409.779328 a.u.

***

> total energy of number 4 (C17H17N2O4P)?

-1409.779328 a.u.